1.
{"formula": "C18H8BrCl5N2O4SV", "method": "ωB97M-V/def2-TZVPD", "e_tot_ev": -199143.52187, "lumo_energy_ev": [-0.288, -0.443], "homo_ev": [-8.56, -9.31], "relative_energy_ev": 1.4021, "spin_multiplicity": 4, "symbols": ["V", "O", "C", "C", "C", "N", "C", "Br", "C", "H", "H", "H", "H", "Cl", "C", "C", "C", "Cl", "C", "Cl", "C", "Cl", "C", "Cl", "O", "S", "O", "N", "C", "O", "C", "C", "C", "C", "C", "C", "H", "H", "H", "H"], "positions_angstrom": [[0.22595, 1.40766, 0.07585], [-5.76590, -0.07802, 0.01250], [-4.43607, 0.08745, 0.03415], [-3.53224, -0.97424, 0.02806], [-2.18521, -0.69418, 0.04917], [-1.70752, 0.55426, 0.07620], [-2.59126, 1.54363, 0.07597], [-1.78732, 3.26256, 0.11045], [-3.95536, 1.39589, 0.05795], [-5.99492, -1.01327, -0.02018], [-3.86950, -2.00136, 0.00376], [-1.44748, -1.48633, 0.04188], [-4.62386, 2.24265, 0.05830], [-1.47103, 0.74623, 3.55549], [0.20658, 1.23239, 3.44523], [0.73334, 1.44701, 2.18396], [2.05895, 1.82813, 2.17551], [2.73486, 2.14222, 0.54903], [2.87077, 1.99919, 3.28672], [4.51433, 2.47011, 3.14847], [2.28827, 1.76166, 4.53250], [3.23126, 1.93700, 5.95798], [0.94464, 1.37878, 4.61577], [0.24113, 1.08537, 6.15698], [-0.01390, -1.44280, -5.32919], [1.08788, -0.76170, -4.71228], [2.29228, -0.57604, -5.46652], [0.59147, 0.64659, -4.04437], [0.66835, 0.61833, -2.74663], [0.32712, 1.57112, -1.97847], [1.20158, -0.67159, -2.16388], [1.42873, -1.03911, -0.84764], [1.92397, -2.30944, -0.57327], [2.19293, -3.19841, -1.60866], [1.97431, -2.83463, -2.93241], [1.48070, -1.56996, -3.17249], [1.28096, -0.40524, 0.03470], [2.11111, -2.60339, 0.45087], [2.58301, -4.18077, -1.37815], [2.18712, -3.51775, -3.74329]], "atomic_forces_ev_per_a": [[0.358, 0.119, -0.365], [-0.001, 0.052, 0.008], [-0.008, 0.015, -0.024], [0.029, 0.040, 0.011], [0.044, -0.041, 0.004], [-0.152, 0.064, -0.081], [-0.164, -0.011, 0.028], [-0.024, 0.023, 0.027], [0.082, -0.043, 0.016], [-0.010, -0.045, -0.001], [-0.020, -0.005, -0.002], [-0.009, 0.002, -0.005], [-0.030, -0.013, -0.001], [0.043, 0.024, 0.020], [-0.227, -0.100, -0.052], [0.181, -0.011, -0.167], [0.194, 0.125, -0.059], [-0.224, -0.013, 0.147], [-0.157, -0.073, 0.089], [0.029, 0.016, -0.031], [0.018, 0.003, -0.039], [-0.005, 0.007, 0.022], [0.116, 0.015, -0.002], [-0.029, 0.004, 0.006], [-0.001, 0.005, 0.018], [-0.018, 0.057, 0.007], [-0.020, 0.001, 0.013], [0.010, -0.063, -0.030], [0.040, -0.082, -0.029], [-0.049, -0.028, 0.464], [-0.007, 0.004, -0.044], [-0.055, 0.013, 0.115], [-0.009, -0.024, -0.047], [0.002, -0.011, 0.024], [0.004, 0.011, 0.025], [-0.005, -0.016, -0.010], [0.074, -0.038, -0.052], [0.001, 0.009, 0.008], [0.002, -0.003, 0.002], [-0.005, 0.010, -0.020]], "nbo_charge": [1.056, -0.628, 0.384, -0.316, 0.095, -0.550, 0.187, 0.232, -0.313, 0.494, 0.235, 0.225, 0.259, -0.002, -0.042, -0.505, 0.047, 0.050, -0.139, 0.065, -0.079, 0.063, -0.091, 0.058, -0.931, 2.301, -0.924, -0.771, 0.597, -0.774, -0.073, -0.218, -0.185, -0.192, -0.170, -0.293, 0.161, 0.224, 0.224, 0.240]}

2.
{"formula": "C2H5N4O", "method": "ωB97M-V/def2-TZVPD", "charge": 1, "e_tot_ev": -10149.93977, "lumo_energy_ev": -4.832, "homo_ev": -14.84, "relative_energy_ev": 6.2958, "symbols": ["C", "C", "N", "N", "N", "N", "O", "H", "H", "H", "H", "H"], "positions_angstrom": [[2.15915, -0.99599, -1.29477], [-0.97453, -0.16227, 0.51501], [1.88494, -1.75996, -2.09698], [-2.30177, 0.02603, 0.49650], [1.33801, 0.25290, 0.37788], [-0.00941, 0.59460, 0.04054], [2.32441, 0.08543, -0.56323], [-0.55798, -1.00357, 1.10267], [-2.88960, -0.78808, 0.69423], [-2.71216, 0.99375, 0.37564], [1.80242, 1.42116, 1.07789], [-0.06348, 1.33600, -0.72537]], "atomic_forces_ev_per_a": [[-0.380, 1.275, 0.409], [-0.344, -0.666, 0.844], [-0.053, -1.133, -0.506], [1.319, 1.339, -0.303], [0.349, 3.551, 6.560], [1.018, 1.776, -3.271], [0.191, 0.435, -1.763], [-0.462, 0.137, -0.624], [0.169, 0.729, 0.197], [0.471, -1.886, -0.231], [-1.532, -4.459, -2.777], [-0.746, -1.099, 1.466]], "nbo_charge": [0.480, 0.407, -0.289, -0.723, -0.161, -0.409, -0.318, 0.253, 0.457, 0.453, 0.413, 0.436]}

Number 1: molecular weight 656.5 g/mol. Number 2: molecular weight 101.1 g/mol.